This record from OMol25 describes a 2-piece molecular cluster, C9H14 overall. The level of theory is ωB97M-V with the def2-TZVPD basis set.

Geometry as XYZ:
```
23
Properties=species:S:1:pos:R:3
C 3.583 0.473 0.442
C 2.185 0.394 -0.040
C 1.706 -0.662 -0.830
C 0.466 -0.609 -1.488
C -0.318 0.513 -1.261
C 0.015 1.509 -0.358
C 1.251 1.413 0.251
H 3.745 1.328 1.106
H 4.195 0.835 -0.398
H 3.982 -0.459 0.829
H 2.377 -1.507 -0.947
H 0.199 -1.309 -2.263
H -1.126 0.617 -1.981
H -0.554 2.419 -0.243
H 1.700 2.260 0.766
C -4.251 -1.136 0.599
C -3.299 -1.260 1.847
H -3.728 -0.657 -0.229
H -4.685 -2.097 0.362
H -4.974 -0.337 0.794
H -3.592 -2.202 2.318
H -2.283 -1.251 1.477
H -3.572 -0.533 2.602
```

Output
Energy: -351.29838 a.u.
Gap between HOMO and LUMO: 10.0 eV
Energy above the lowest of the compared OMol25 structures with the same formula, charge and spin: 20.0 kcal/mol
Maximum force: 2.438 eV/A
Charge: 0
SMILES: Cc1ccccc1.CC



This record from OMol25 describes a 2-piece molecular cluster, C4H13NO2 overall. The level of theory is ωB97M-V with the def2-TZVPD basis set.

Geometry as XYZ:
```
20
Properties=species:S:1:pos:R:3
C 3.154 0.279 -0.390
C 1.679 -0.077 -0.230
O 1.458 -1.023 0.783
O 0.974 1.184 0.135
H 3.261 1.071 -1.125
H 3.707 -0.592 -0.731
H 3.559 0.636 0.555
H 1.339 -0.579 -1.150
H 1.695 -0.607 1.628
H 0.028 1.009 0.331
C -2.080 -0.076 -1.197
N -1.391 -0.143 0.078
C -2.281 -0.026 1.217
H -2.881 -0.823 -1.292
H -1.363 -0.234 -2.000
H -2.522 0.915 -1.300
H -0.807 -0.993 0.137
H -3.084 -0.776 1.224
H -2.744 0.961 1.191
H -1.703 -0.107 2.135
```

Output
Energy: -365.41650 a.u.
Gap between HOMO and LUMO: 10.0 eV
Energy above the lowest of the compared OMol25 structures with the same formula, charge and spin: 16.3 kcal/mol
Maximum force: 2.230 eV/A
Charge: 0
SMILES: CC(O)O.CNC



This record from OMol25 describes C4H7F3N3OS as an isolated structure. The level of theory is ωB97M-V with the def2-TZVPD basis set.

Geometry as XYZ:
```
19
Properties=species:S:1:pos:R:3
C 0.746 0.222 -0.009
C -0.487 -1.179 1.421
C -0.781 1.324 1.606
C 1.749 -0.991 -0.184
N 0.174 0.537 -1.275
N -0.158 -0.005 1.163
N -0.352 1.727 -1.382
O -0.672 -2.258 1.630
F 2.243 -1.356 0.991
F 1.131 -2.023 -0.789
F 2.850 -0.611 -0.920
S -1.848 -0.938 -1.250
H 1.368 1.048 0.385
H -0.231 1.707 2.511
H -0.602 2.006 0.713
H -1.877 1.129 1.743
H -0.466 -0.578 -1.724
H -0.751 1.821 -2.302
H -2.037 -1.582 -2.328
```

Output
Energy: -1093.48467 a.u.
Gap between HOMO and LUMO (alpha / beta): 7.6 / 7.6 eV
Energy above the lowest of the compared OMol25 structures with the same formula, charge and spin: 54.7 kcal/mol
Maximum force: 5.411 eV/A
Charge: +1



This record from OMol25 describes C2H7N5O in the gas phase. The level of theory is ωB97M-V with the def2-TZVPD basis set.

Geometry as XYZ:
```
15
Properties=species:S:1:pos:R:3
H -1.880 -2.703 -1.320
N -1.131 -1.902 -1.475
C -0.816 -1.291 -0.397
N -1.215 -1.615 0.851
O -0.340 -0.147 -0.580
C 0.358 0.496 0.309
N 0.954 -0.168 1.300
H 1.479 0.601 1.964
N 0.315 1.715 -0.273
N 1.737 2.532 0.083
H -1.571 -2.562 1.100
H -0.422 -1.319 1.358
H -0.489 2.116 -0.810
H 1.378 3.501 0.333
H 2.348 2.377 -0.867
```

Output
Energy: -429.27978 a.u.
Gap between HOMO and LUMO: 9.3 eV
Energy above the lowest of the compared OMol25 structures with the same formula, charge and spin: 90.2 kcal/mol
Maximum force: 8.598 eV/A
Charge: 0
SMILES: [H]/N=C(\N)O/C(=N/[H])NN